No. 1
{
  "formula": "C25H43InN3O5Si",
  "method": "ωB97M-V/def2-TZVPD",
  "elements": ["In", "O", "C", "O", "C", "C", "C", "C", "C", "N", "C", "O", "O", "H", "H", "H", "H", "C", "C", "C", "C", "Si", "C", "C", "C", "C", "C", "C", "C", "C", "H", "H", "H", "H", "H", "H", "H", "H", "H", "H", "H", "H", "H", "H", "H", "H", "H", "H", "H", "H", "H", "H", "H", "H", "H", "H", "H", "C", "N", "C", "C", "C", "N", "C", "C", "O", "H", "H", "H", "H", "H", "H", "H", "H", "H", "H", "H", "H"],
  "xyz": [[-0.107, -0.031, 0.273], [2.985, 0.681, -3.098], [2.185, 0.564, -2.050], [1.048, 0.147, -2.109], [2.809, 0.979, -0.763], [4.075, 1.513, -0.648], [4.518, 1.881, 0.623], [3.680, 1.706, 1.707], [2.418, 1.158, 1.499], [2.009, 0.802, 0.289], [1.432, 0.965, 2.658], [1.770, 1.350, 3.751], [0.307, 0.432, 2.320], [2.512, 0.382, -3.894], [4.693, 1.639, -1.524], [5.505, 2.302, 0.752], [3.955, 1.979, 2.716], [-0.368, -3.351, -2.066], [-1.698, -2.657, -1.735], [-1.833, -1.491, -2.730], [-2.849, -3.642, -1.987], [-1.673, -2.047, 0.084], [-0.850, -3.268, 1.324], [-0.976, -2.783, 2.777], [0.657, -3.380, 1.044], [-1.473, -4.671, 1.229], [-3.342, -1.302, 0.702], [-4.024, -0.480, -0.400], [-4.321, -2.407, 1.134], [-3.122, -0.342, 1.883], [-0.358, -3.617, -3.127], [-0.218, -4.269, -1.500], [0.490, -2.694, -1.887], [-1.773, -1.890, -3.748], [-1.025, -0.766, -2.620], [-2.780, -0.966, -2.647], [-2.773, -4.024, -3.010], [-3.824, -3.160, -1.896], [-2.831, -4.499, -1.315], [-0.538, -1.792, 2.924], [-0.429, -3.478, 3.421], [-2.005, -2.768, 3.128], [1.170, -2.424, 1.208], [0.886, -3.726, 0.037], [1.100, -4.093, 1.746], [-2.550, -4.658, 1.413], [-1.021, -5.313, 1.990], [-1.300, -5.145, 0.262], [-4.375, -1.098, -1.226], [-3.364, 0.294, -0.806], [-4.900, 0.023, 0.022], [-4.529, -3.119, 0.333], [-5.274, -1.949, 1.418], [-3.962, -2.965, 1.996], [-2.514, 0.528, 1.601], [-2.648, -0.809, 2.742], [-4.093, 0.045, 2.208], [-1.756, 2.241, -2.733], [-2.431, 2.777, -1.564], [-3.613, 3.589, -1.839], [-4.490, 3.674, -0.609], [-3.646, 4.126, 0.563], [-2.492, 3.244, 0.718], [-1.887, 3.200, 2.044], [-1.904, 2.650, -0.331], [-0.853, 1.961, -0.162], [-2.443, 1.604, -3.293], [-0.890, 1.658, -2.440], [-1.431, 3.057, -3.385], [-4.146, 3.120, -2.667], [-3.306, 4.586, -2.171], [-4.924, 2.695, -0.394], [-5.308, 4.373, -0.779], [-4.215, 4.084, 1.491], [-3.310, 5.160, 0.431], [-2.675, 3.061, 2.783], [-1.367, 4.136, 2.261], [-1.191, 2.373, 2.125]],
  "lowdin_charge": [0.952, 0.172, -0.432, 0.044, -0.155, 0.046, 0.012, 0.055, -0.126, 0.109, -0.571, 0.111, -0.125, 0.158, 0.131, 0.126, 0.136, -0.098, -0.621, -0.103, -0.077, 0.780, -0.630, -0.089, -0.106, -0.078, -0.618, -0.093, -0.076, -0.091, 0.094, 0.069, 0.072, 0.096, 0.038, 0.059, 0.093, 0.070, 0.074, 0.065, 0.096, 0.072, 0.059, 0.056, 0.097, 0.074, 0.093, 0.069, 0.073, 0.062, 0.090, 0.076, 0.093, 0.070, 0.041, 0.071, 0.098, -0.009, -0.066, -0.137, -0.137, -0.132, -0.059, 0.000, -0.443, -0.085, 0.097, 0.060, 0.104, 0.129, 0.136, 0.116, 0.127, 0.128, 0.137, 0.102, 0.107, 0.064],
  "orbital_gap_ev": 8.21,
  "homo_energy_ha": -0.4302,
  "e_lumo_ev": -3.493,
  "charge": 1
}

***

No. 2
{
  "formula": "C7H14N2O",
  "method": "ωB97M-V/def2-TZVPD",
  "elements": ["C", "N", "C", "O", "N", "C", "C", "C", "C", "C", "H", "H", "H", "H", "H", "H", "H", "H", "H", "H", "H", "H", "H", "H"],
  "xyz": [[-0.142, -2.566, -0.729], [-0.740, -1.574, 0.169], [-2.054, -0.901, -0.302], [-2.900, -1.519, -0.904], [-1.908, 0.328, 0.172], [-0.594, 0.408, 0.514], [-0.267, 0.696, 1.951], [0.413, 0.831, -0.544], [0.282, 2.352, -0.758], [1.858, 0.431, -0.244], [-0.896, -3.292, -1.044], [0.681, -3.081, -0.232], [0.238, -2.061, -1.617], [-0.920, -1.985, 1.082], [-0.976, 0.192, 2.606], [0.754, 0.427, 2.215], [-0.387, 1.772, 2.111], [0.092, 0.350, -1.473], [0.918, 2.661, -1.591], [0.604, 2.906, 0.127], [-0.748, 2.625, -0.985], [2.267, 0.995, 0.597], [1.936, -0.633, -0.012], [2.490, 0.636, -1.110]],
  "lowdin_charge": [-0.076, 0.003, -0.555, 0.051, 0.127, -0.313, -0.009, -0.372, -0.052, -0.066, 0.087, 0.081, 0.083, 0.136, 0.088, 0.079, 0.098, 0.134, 0.082, 0.079, 0.083, 0.077, 0.070, 0.083],
  "orbital_gap_ev": 9.36,
  "homo_energy_ha": -0.3192,
  "smiles": "CNC(=O)/N=C(/C)C(C)C",
  "e_lumo_ev": 0.673
}

***

No. 3
{
  "formula": "C15H29FNO9S2",
  "method": "ωB97M-V/def2-TZVPD",
  "elements": ["C", "C", "C", "C", "C", "C", "C", "F", "C", "C", "C", "C", "N", "O", "H", "H", "H", "H", "H", "H", "H", "H", "H", "H", "H", "H", "H", "H", "H", "H", "H", "H", "H", "H", "H", "C", "C", "O", "S", "O", "O", "O", "H", "H", "H", "H", "C", "C", "O", "S", "O", "O", "O", "H", "H", "H", "H"],
  "xyz": [[2.130, -1.338, 2.628], [1.091, -1.216, 1.510], [1.647, -1.918, 0.277], [-0.249, -1.851, 1.926], [-1.212, -0.979, 2.743], [-2.581, -1.677, 2.805], [-3.498, -1.440, 1.623], [-4.176, -0.213, 1.748], [-1.306, 0.460, 2.228], [0.058, 1.125, 2.013], [-0.087, 2.456, 1.282], [0.766, 1.395, 3.345], [0.838, 0.212, 1.110], [0.469, 0.320, -0.113], [1.759, -1.046, 3.603], [3.012, -0.740, 2.402], [2.430, -2.383, 2.702], [2.375, -1.296, -0.240], [0.849, -2.194, -0.405], [2.138, -2.839, 0.593], [-0.016, -2.737, 2.526], [-0.763, -2.217, 1.032], [-0.851, -0.927, 3.775], [-3.121, -1.403, 3.715], [-2.415, -2.758, 2.864], [-4.260, -2.220, 1.553], [-2.940, -1.404, 0.681], [-1.858, 0.510, 1.289], [-1.847, 1.065, 2.963], [0.837, 2.706, 0.765], [-0.310, 3.256, 1.985], [-0.873, 2.410, 0.530], [0.326, 2.287, 3.790], [0.668, 0.592, 4.068], [1.828, 1.588, 3.191], [-1.116, -2.711, -4.181], [-0.971, -2.463, -2.692], [-0.923, -3.786, -2.138], [-0.175, -4.778, -3.139], [1.188, -4.911, -2.774], [-0.995, -5.920, -3.315], [-0.253, -3.834, -4.422], [-2.137, -2.979, -4.455], [-0.769, -1.880, -4.790], [-1.819, -1.939, -2.259], [-0.047, -1.936, -2.452], [1.188, 4.113, -3.824], [2.585, 4.431, -3.324], [2.377, 5.561, -2.463], [0.979, 5.425, -1.708], [1.165, 4.842, -0.429], [0.279, 6.647, -1.853], [0.363, 4.309, -2.667], [0.871, 4.798, -4.611], [1.072, 3.083, -4.149], [3.268, 4.732, -4.113], [3.010, 3.609, -2.747]],
  "mulliken_spin": [0.025, -0.017, -0.024, 0.053, -0.040, -0.001, -0.008, 0.000, 0.068, -0.005, -0.023, 0.003, 0.450, 0.507, 0.003, -0.015, 0.001, -0.007, 0.018, 0.001, 0.001, -0.001, 0.001, -0.001, 0.000, 0.000, 0.007, 0.004, -0.005, 0.008, 0.000, 0.002, 0.001, 0.001, -0.011, 0.001, 0.005, 0.000, 0.000, 0.000, 0.000, 0.000, 0.000, 0.000, -0.002, -0.001, 0.000, 0.000, 0.000, 0.000, 0.000, 0.000, 0.000, 0.000, 0.000, 0.000, 0.000],
  "spin_multiplicity": 2,
  "orbital_gap_ev": [8.44, 9.66],
  "homo_energy_ha": [-0.3016, -0.3464],
  "s_squared": 0.7541,
  "e_lumo_ev": [0.235, 0.233]
}

***

No. 4
{
  "formula": "C4H14N4P2",
  "method": "ωB97M-V/def2-TZVPD",
  "elements": ["C", "N", "P", "P", "N", "C", "N", "C", "N", "C", "H", "H", "H", "H", "H", "H", "H", "H", "H", "H", "H", "H", "H", "H"],
  "xyz": [[-3.104, 0.459, -1.310], [-1.818, -0.208, -0.916], [-1.351, -0.125, 0.704], [1.305, -0.076, 0.798], [1.816, -0.043, -0.818], [3.286, -0.118, -1.040], [-0.052, 1.087, 0.652], [-0.192, 2.370, 1.328], [0.021, -1.204, 0.582], [0.062, -2.447, 1.412], [-3.575, 0.889, -0.375], [-2.897, 1.373, -1.892], [-3.776, -0.237, -1.887], [-1.339, -0.641, -1.657], [1.153, -0.553, -1.476], [3.748, 0.097, -0.034], [3.484, -1.104, -1.690], [3.469, 0.746, -1.696], [0.719, 2.891, 1.237], [-1.006, 2.748, 0.867], [-0.317, 2.327, 2.371], [-0.584, -2.367, 2.222], [-0.113, -3.322, 0.859], [1.063, -2.542, 1.760]],
  "lowdin_charge": [-0.188, -0.307, 0.827, 0.817, -0.334, -0.213, -0.486, -0.197, -0.517, -0.180, 0.057, 0.059, 0.075, 0.044, 0.093, 0.046, 0.106, 0.047, 0.056, 0.028, 0.045, 0.033, 0.049, 0.039],
  "orbital_gap_ev": 9.32,
  "homo_energy_ha": -0.3023,
  "smiles": "CN[P@]12=[P@](NC)(N1C)N2C",
  "e_lumo_ev": 1.096
}

***

The following ΔE to the lowest compared entry with this formula, charge and spin values (in eV) correspond, in order, to the records above: 0.000 1.471 0.000 0.000.